Arrangement A

The following is a quantum chemistry calculation of the molecule C5H4, from the Open Molecules 2025 dataset.

```
9
C5H4 | the Open Molecules 2025 dataset | the ωB97M-V functional and the def2-TZVPD basis
C -1.544 1.595 -0.801
C -0.457 0.889 -0.906
C 0.467 -0.410 -0.717
C 0.765 -0.744 0.647
C 0.952 -1.281 1.688
H -2.264 2.411 -0.363
H 1.439 -0.042 -1.166
H -0.173 -1.192 -1.358
H 0.815 -1.227 2.976
```

- charge = 0
- structure (SMILES) = C#CCC#C

Quick look at the natural (NBO) charges, all values in e: -0.27, -0.02, -0.53, -0.05, -0.21, 0.27, 0.26, 0.28, 0.28


Arrangement B

The following is a quantum chemistry calculation of the molecule C5H4, from the Open Molecules 2025 dataset.

```
9
C5H4 | the Open Molecules 2025 dataset | the ωB97M-V functional and the def2-TZVPD basis
C -2.513 -0.461 0.150
C -1.460 0.020 -0.179
C -0.204 0.546 -0.598
C 0.919 -0.068 -0.309
C 2.018 -0.265 0.353
H -3.446 -0.895 0.425
H -0.152 1.508 -1.100
H 2.857 -0.939 0.197
H 1.981 0.553 1.061
```

- charge = 0
- structure (SMILES) = C#CC=C=C

Quick look at the natural (NBO) charges, all values in e: -0.21, -0.03, -0.38, 0.16, -0.50, 0.24, 0.25, 0.24, 0.24


Arrangement C

The following is a quantum chemistry calculation of a structure of composition C5H4, from the Open Molecules 2025 dataset.

```
9
C5H4 | the Open Molecules 2025 dataset | the ωB97M-V functional and the def2-TZVPD basis
C 0.087 1.396 0.775
C -0.348 -0.009 0.299
C 0.011 -0.905 -0.515
C 0.333 -1.858 -1.357
C 0.406 -2.890 -2.085
H 0.246 1.495 1.855
H -0.579 2.206 0.448
H 1.066 1.614 0.309
H -1.222 -1.050 0.270
```

- charge = 0

Quick look at the natural (NBO) charges, all values in e: -0.63, -0.21, 0.25, -0.63, 0.13, 0.24, 0.24, 0.25, 0.36


Arrangement D

The following is a quantum chemistry calculation of a cluster of 2 separate species, C5H4 in total, from the Open Molecules 2025 dataset.

```
9
C5H4 | the Open Molecules 2025 dataset | the ωB97M-V functional and the def2-TZVPD basis
C -0.504 1.137 -0.410
C -0.045 -0.831 0.645
C 0.910 -0.747 -0.453
C 0.579 0.471 0.414
C -0.493 -0.391 -0.623
H -1.302 1.645 -0.052
H 0.050 1.670 -1.210
H -1.158 -1.396 2.152
H 1.578 -1.089 -1.177
```

- charge = 0

Quick look at the natural (NBO) charges, all values in e: -0.37, -0.08, -0.29, -0.03, -0.05, 0.22, 0.22, 0.12, 0.25


Name the least stable of them. arrangement D.


Arrangement A

The following is a quantum chemistry calculation of the molecule C5H4, from the Open Molecules 2025 dataset.

```
9
C5H4 | the Open Molecules 2025 dataset | the ωB97M-V functional and the def2-TZVPD basis
C 0.839 -0.766 0.655
C 0.163 0.570 0.578
C -1.119 0.192 -0.035
C 0.066 0.675 -0.897
C -0.147 -0.713 -0.505
H 0.514 -1.302 1.536
H 1.992 -0.601 0.459
H -2.362 0.654 -0.034
H 0.053 1.290 -1.758
```

- charge = 0
- structure (SMILES) = C1[C@]23[C@H]4[C@@H]2[C@@]143

Quick look at the natural (NBO) charges, all values in e: -0.38, 0.01, -0.29, -0.33, 0.00, 0.22, 0.24, 0.28, 0.25


Arrangement B

The following is a quantum chemistry calculation of a structure of composition C5H4, from the Open Molecules 2025 dataset.

```
9
C5H4 | the Open Molecules 2025 dataset | the ωB97M-V functional and the def2-TZVPD basis
C -0.993 0.101 -0.505
C 0.025 1.635 -1.292
C 1.063 0.182 0.225
C 0.350 0.209 -1.102
C -0.046 1.214 0.070
H -1.838 0.247 -1.143
H -1.029 -0.730 0.303
H 2.083 0.424 0.396
H 0.778 -0.517 0.924
```

- charge = 0

Quick look at the natural (NBO) charges, all values in e: -0.45, 0.18, -0.37, -0.17, -0.15, 0.26, 0.26, 0.23, 0.21


Arrangement C

The following is a quantum chemistry calculation of a structure of composition C5H4, from the Open Molecules 2025 dataset.

```
9
C5H4 | the Open Molecules 2025 dataset | the ωB97M-V functional and the def2-TZVPD basis
C -0.119 -1.079 0.473
C 0.985 -1.503 0.875
C -1.157 -0.352 -0.140
C -0.373 0.617 -0.582
C 0.873 0.176 0.216
H -2.266 -0.479 -0.275
H -0.577 1.412 -1.194
H 0.898 0.976 1.092
H 1.735 0.232 -0.464
```

- charge = 0

Quick look at the natural (NBO) charges, all values in e: -0.20, 0.01, -0.23, -0.15, -0.38, 0.24, 0.22, 0.25, 0.25


Name the least stable of them. arrangement B.


Arrangement A

The following is a quantum chemistry calculation of the molecule C4H8N2O2S, from the Open Molecules 2025 dataset.

```
17
C4H8N2O2S | the Open Molecules 2025 dataset | the ωB97M-V functional and the def2-TZVPD basis
C -0.740 -0.644 0.295
C 0.881 0.930 -0.619
C 0.188 -0.404 -0.960
C 1.198 -1.514 -1.176
N -1.127 0.574 0.763
N -1.949 0.725 1.838
O -1.168 -1.638 0.819
O 0.154 2.850 1.107
S -0.407 1.995 0.048
H 1.592 0.695 0.101
H 1.447 1.522 -1.451
H -0.465 -0.288 -1.810
H 0.635 -2.512 -1.025
H 1.875 -1.485 -0.437
H 1.844 -1.565 -2.175
H -1.431 0.825 2.699
H -2.529 -0.065 1.983
```

- charge = 0

Quick look at the natural (NBO) charges, all values in e: 0.66, -0.62, -0.32, -0.60, -0.49, -0.64, -0.60, -0.93, 1.42, 0.23, 0.25, 0.23, 0.24, 0.20, 0.22, 0.36, 0.38


Arrangement B

The following is a quantum chemistry calculation of the molecule C4H8N2O2S, from the Open Molecules 2025 dataset.

```
17
C4H8N2O2S | the Open Molecules 2025 dataset | the ωB97M-V functional and the def2-TZVPD basis
C -0.104 -1.130 0.268
C -1.593 -0.942 0.036
C -3.707 -0.272 -0.685
C 2.914 1.814 0.391
N -2.267 -0.183 -0.774
N 0.792 -0.243 -0.009
O 2.089 -0.672 0.247
O 4.510 -0.276 -0.184
S 3.227 0.286 -0.501
H 0.089 -2.172 0.698
H -2.174 -1.590 0.566
H -4.034 -0.918 -1.528
H -4.012 -0.496 0.382
H -4.114 0.646 -0.839
H 2.788 1.594 1.466
H 1.867 1.929 0.137
H 3.728 2.627 0.329
```

- charge = 0

Quick look at the natural (NBO) charges, all values in e: 0.01, 0.05, -0.44, -0.91, -0.34, -0.11, -0.57, -0.93, 1.53, 0.20, 0.15, 0.22, 0.18, 0.21, 0.24, 0.26, 0.27


Arrangement C

The following is a quantum chemistry calculation of a cluster of 2 separate species, C4H8N2O2S in total, from the Open Molecules 2025 dataset.

```
17
C4H8N2O2S | the Open Molecules 2025 dataset | the ωB97M-V functional and the def2-TZVPD basis
C 1.816 -0.396 -0.096
C -1.104 0.008 -1.957
C -1.004 -0.353 1.857
C -1.083 -0.635 -0.521
N -1.005 0.121 0.479
N 1.945 0.878 -0.258
O 2.425 1.567 0.969
O 1.593 1.560 -1.227
S 2.374 -1.862 -0.237
H -2.051 -0.299 -2.431
H -0.060 -0.247 -2.378
H -1.145 1.079 -1.934
H -0.425 0.213 2.504
H -2.054 -0.432 2.258
H -0.641 -1.375 1.835
H -1.187 -1.677 -0.289
H 1.604 1.849 1.426
```

- charge = 0

Quick look at the natural (NBO) charges, all values in e: 0.05, -0.67, -0.44, 0.13, -0.44, 0.23, -0.56, -0.42, 0.21, 0.22, 0.23, 0.24, 0.19, 0.21, 0.17, 0.15, 0.48


Arrangement D

The following is a quantum chemistry calculation of the molecule C4H8N2O2S, from the Open Molecules 2025 dataset.

```
17
C4H8N2O2S | the Open Molecules 2025 dataset | the ωB97M-V functional and the def2-TZVPD basis
C -1.389 -1.258 1.287
N -0.766 -0.267 0.476
C -1.435 1.043 0.344
C 0.289 -0.706 -0.127
O 0.948 -1.722 0.059
C 0.985 0.498 -1.392
S 0.171 1.031 -2.732
N 2.284 0.621 -1.296
O 3.033 0.030 -0.293
H -0.837 -2.117 1.221
H -1.313 -0.958 2.254
H -2.453 -1.316 1.103
H -1.899 1.433 1.226
H -0.789 1.927 0.084
H -2.080 1.140 -0.614
H 2.839 1.370 -1.720
H 2.411 -0.751 0.120
```

- charge = 0
- structure (SMILES) = CN(C)C(=O)C(=S)NO

Quick look at the natural (NBO) charges, all values in e: -0.41, -0.42, -0.45, 0.72, -0.65, -0.01, -0.20, -0.28, -0.56, 0.24, 0.19, 0.21, 0.22, 0.24, 0.24, 0.41, 0.51


Name the least stable of them. arrangement C.


Arrangement A

The following is a quantum chemistry calculation of a cluster of 3 separate species, C5H14N2O in total, from the Open Molecules 2025 dataset.

```
22
C5H14N2O | the Open Molecules 2025 dataset | the ωB97M-V functional and the def2-TZVPD basis
C -1.128 0.355 0.333
C -1.320 -2.262 -1.237
C -1.392 -0.266 1.650
O -0.379 -1.686 -0.407
H -0.842 1.400 0.366
H -1.761 0.116 -0.507
H -2.351 -1.909 -1.006
H -1.356 -3.357 -1.114
H -1.157 -2.055 -2.309
H -2.083 0.388 2.204
H -0.481 -0.317 2.251
H -1.801 -1.266 1.559
C 1.860 0.382 0.760
N 0.972 0.364 -0.387
C 1.611 2.426 -1.134
N 0.987 1.327 -1.337
H 0.606 -0.590 -0.699
H 2.905 0.509 0.455
H 1.606 1.188 1.459
H 1.749 -0.575 1.264
H 2.195 2.660 -0.245
H 1.560 3.168 -1.921
```

- charge = 0

Quick look at the natural (NBO) charges, all values in e: 0.04, -0.24, -0.69, -0.85, 0.18, 0.21, 0.12, 0.16, 0.14, 0.23, 0.23, 0.25, -0.46, -0.39, -0.18, -0.22, 0.48, 0.21, 0.19, 0.23, 0.16, 0.19


Arrangement B

The following is a quantum chemistry calculation of a cluster of 2 separate species, C5H14N2O in total, from the Open Molecules 2025 dataset.

```
22
C5H14N2O | the Open Molecules 2025 dataset | the ωB97M-V functional and the def2-TZVPD basis
N 0.244 3.043 -0.092
C 0.032 1.666 0.417
C 1.086 0.664 -0.040
C 0.561 0.143 -1.408
C 0.344 -1.339 -1.397
C 0.296 -1.585 0.172
N 0.971 -0.478 0.890
H -0.654 3.392 -0.227
H 0.468 3.511 0.706
H -1.017 1.186 0.239
H -0.062 1.750 1.528
H 2.062 1.120 -0.117
H 1.081 0.405 -2.362
H -0.280 0.711 -1.737
H -0.743 -1.413 -1.873
H 0.985 -2.065 -2.074
H 0.666 -2.525 0.544
H -0.719 -1.196 0.329
H 1.892 -0.633 1.240
O -2.600 -1.983 1.267
H -2.102 -1.273 0.966
H -3.194 -2.363 0.651
```

- charge = 0
- structure (SMILES) = NC[C@@H]1CCCN1.O

Quick look at the natural (NBO) charges, all values in e: -0.82, -0.21, -0.09, -0.45, -0.42, -0.21, -0.63, 0.35, 0.35, 0.17, 0.18, 0.21, 0.23, 0.21, 0.20, 0.21, 0.22, 0.16, 0.36, -0.94, 0.46, 0.47


Name the least stable of them. arrangement A.


Arrangement A

The following is a quantum chemistry calculation of the molecule C5H14N2O, from the Open Molecules 2025 dataset.

```
22
C5H14N2O | the Open Molecules 2025 dataset | the ωB97M-V functional and the def2-TZVPD basis
C 1.136 -1.559 1.513
C 1.331 -0.986 0.101
N 0.437 -1.621 -0.848
C 1.327 0.651 0.102
N 0.403 1.308 -0.791
C -0.786 1.869 -0.062
C -1.972 0.909 -0.132
O -2.510 1.152 -1.485
H 1.733 -0.959 2.198
H 0.108 -1.459 1.874
H 1.596 -2.537 1.534
H 2.321 -1.345 -0.214
H -0.404 -2.077 -0.546
H 0.710 -1.751 -1.807
H 2.383 0.842 -0.119
H 1.166 0.796 1.164
H 0.168 0.643 -1.517
H -0.541 2.033 0.979
H -1.073 2.789 -0.557
H -1.716 -0.144 -0.117
H -2.858 1.090 0.476
H -2.959 0.356 -1.746
```

- charge = 0
- structure (SMILES) = C[C@@H](N)CNCCO

Quick look at the natural (NBO) charges, all values in e: -0.62, -0.04, -0.90, -0.23, -0.63, -0.23, -0.09, -0.75, 0.21, 0.20, 0.22, 0.17, 0.37, 0.38, 0.18, 0.18, 0.38, 0.19, 0.21, 0.17, 0.17, 0.46


Arrangement B

The following is a quantum chemistry calculation of a cluster of 2 separate species, C5H14N2O in total, from the Open Molecules 2025 dataset.

```
22
C5H14N2O | the Open Molecules 2025 dataset | the ωB97M-V functional and the def2-TZVPD basis
H 1.652 -0.660 -1.746
N 1.347 0.210 -1.326
C 1.614 0.295 -0.053
C 2.131 -0.784 0.853
O 1.455 1.467 0.583
N 1.140 2.590 -0.244
H 3.211 -0.846 0.712
H 1.917 -0.543 1.891
H 1.710 -1.750 0.584
H 1.432 2.323 -1.188
H 0.121 2.637 -0.267
C -1.637 -1.649 -0.432
C -1.123 -0.480 0.404
C -1.963 0.779 0.246
H -1.575 -1.403 -1.494
H -1.036 -2.542 -0.256
H -2.673 -1.888 -0.191
H -1.095 -0.770 1.457
H -0.086 -0.281 -0.158
H -3.012 0.595 0.488
H -1.915 1.136 -0.785
H -1.615 1.562 0.919
```

- charge = 0
- structure (SMILES) = [H]/N=C(\C)ON.CCC

Quick look at the natural (NBO) charges, all values in e: 0.36, -0.79, 0.59, -0.70, -0.37, -0.50, 0.24, 0.24, 0.23, 0.37, 0.35, -0.61, -0.44, -0.61, 0.20, 0.20, 0.20, 0.19, 0.24, 0.20, 0.20, 0.20


Arrangement C

The following is a quantum chemistry calculation of the molecule C5H14N2O, from the Open Molecules 2025 dataset.

```
22
C5H14N2O | the Open Molecules 2025 dataset | the ωB97M-V functional and the def2-TZVPD basis
C 2.400 0.831 -0.019
C 1.120 1.631 -0.311
C 0.082 0.890 -1.158
N 0.587 0.640 -2.508
C -0.327 -0.419 -0.477
N -0.880 -0.239 0.842
C -0.926 -1.333 1.729
O -2.236 -1.949 1.860
H 2.542 -0.099 -0.543
H 3.296 1.444 -0.038
H 2.307 0.487 1.019
H 1.419 2.481 -0.870
H 0.675 2.013 0.607
H -0.803 1.521 -1.206
H -0.140 0.876 -3.170
H 0.829 -0.330 -2.664
H 0.561 -1.067 -0.462
H -1.022 -0.975 -1.116
H -0.965 0.698 1.192
H -0.364 -2.149 1.358
H -0.639 -1.024 2.737
H -2.943 -1.348 1.596
```

- charge = 0
- structure (SMILES) = CC[C@@H](N)CNCO

Quick look at the natural (NBO) charges, all values in e: -0.62, -0.40, -0.05, -0.84, -0.22, -0.67, 0.10, -0.76, 0.21, 0.22, 0.20, 0.21, 0.19, 0.18, 0.36, 0.36, 0.17, 0.18, 0.38, 0.17, 0.16, 0.47


Name the least stable of them. arrangement B.


Arrangement A

The following is a quantum chemistry calculation of a structure of composition C5H14N2O, from the Open Molecules 2025 dataset.

```
22
C5H14N2O | the Open Molecules 2025 dataset | the ωB97M-V functional and the def2-TZVPD basis
C -0.040 -0.466 0.072
C 1.922 0.514 -0.616
C -2.441 0.101 -0.392
C -0.514 0.424 -0.911
C -0.040 -1.950 -0.157
N -0.053 -0.062 1.390
N 2.205 1.315 0.574
O -2.674 0.898 0.722
H -2.040 0.626 1.409
H 0.299 -0.749 2.043
H 0.438 0.844 1.492
H 3.192 1.432 0.791
H 1.836 2.256 0.485
H 2.503 -0.408 -0.604
H 2.133 1.054 -1.546
H -2.948 0.527 -1.255
H -2.705 -0.952 -0.252
H -0.501 1.480 -0.685
H -0.487 0.098 -1.939
H -0.695 -2.456 0.554
H -0.369 -2.202 -1.163
H 0.976 -2.322 -0.010
```

- charge = 0

Quick look at the natural (NBO) charges, all values in e: 0.34, -0.41, -0.12, -0.40, -0.68, -0.86, -0.89, -0.74, 0.48, 0.38, 0.42, 0.37, 0.35, 0.16, 0.16, 0.17, 0.14, 0.22, 0.22, 0.22, 0.23, 0.23


Arrangement B

The following is a quantum chemistry calculation of a cluster of 2 separate species, C5H14N2O in total, from the Open Molecules 2025 dataset.

```
22
C5H14N2O | the Open Molecules 2025 dataset | the ωB97M-V functional and the def2-TZVPD basis
C 0.607 0.804 0.577
O -0.144 0.332 -0.479
C 0.686 2.316 0.581
C 1.120 2.888 -0.768
H 1.626 0.370 0.538
H 0.257 0.446 1.591
H 1.451 2.596 1.322
H -0.311 2.731 0.789
H 1.360 3.953 -0.716
H 0.336 2.755 -1.510
H 1.988 2.328 -1.149
C -1.119 -1.935 0.429
C -0.173 -1.716 -0.553
N 1.167 -2.151 -0.438
N -2.189 -0.943 0.508
H -0.938 -2.523 1.312
H -0.384 -1.581 -1.609
H 1.794 -1.423 -0.734
H 1.328 -2.524 0.486
H -2.524 -0.845 1.457
H -2.978 -1.122 -0.115
H -1.674 -0.072 0.175
```

- charge = 0

Quick look at the natural (NBO) charges, all values in e: -0.05, -0.85, -0.41, -0.60, 0.12, 0.11, 0.19, 0.19, 0.20, 0.21, 0.20, -0.42, 0.21, -0.83, -0.71, 0.20, 0.19, 0.40, 0.36, 0.42, 0.40, 0.47


Arrangement C

The following is a quantum chemistry calculation of a cluster of 2 separate species, C5H14N2O in total, from the Open Molecules 2025 dataset.

```
22
C5H14N2O | the Open Molecules 2025 dataset | the ωB97M-V functional and the def2-TZVPD basis
H 0.734 2.037 -1.893
N 1.620 1.542 -1.976
C 1.649 0.473 -1.296
N 0.682 0.074 -0.399
C 0.991 -0.911 0.634
C 0.043 -0.821 1.833
C -1.461 -0.923 1.571
C -2.033 -2.307 1.933
H 2.403 -0.269 -1.484
H -0.046 0.721 -0.152
H 2.032 -0.976 0.913
H 0.622 -1.846 0.279
H 0.463 -1.524 2.566
H 0.257 0.018 2.518
H -1.999 -0.056 1.938
H -1.544 -0.870 0.477
H -1.266 -2.964 2.310
H -2.873 -2.278 2.639
H -2.587 -2.723 1.086
O 0.832 4.653 -4.871
H 1.096 3.816 -4.464
H 0.387 5.133 -4.159
```

- charge = 0
- structure (SMILES) = [H]/N=C\NCCCC.O

Quick look at the natural (NBO) charges, all values in e: 0.32, -0.72, 0.30, -0.63, -0.22, -0.42, -0.42, -0.62, 0.17, 0.38, 0.20, 0.18, 0.22, 0.20, 0.22, 0.20, 0.21, 0.21, 0.21, -0.94, 0.48, 0.46


Name the least stable of them. arrangement A.